The following is a quantum chemistry calculation of a molecular structure, C32H34SbTc at a distorted geometry, from the OMol25 dataset.

Positions of all 68 atoms, in Å:
1 C -0.03179 0.22409 -6.14183
2 C 0.55254 1.56311 -6.00599
3 C 0.80550 -0.89864 -6.56871
4 C -1.48762 0.06336 -6.05334
5 H 0.88977 -0.97037 -7.67196
6 H 0.39941 -1.86573 -6.22929
7 H 1.83624 -0.80551 -6.18884
8 H 0.55905 2.12375 -6.96256
9 H 1.59765 1.52203 -5.66124
10 H -0.01838 2.17743 -5.29110
11 H -1.99386 0.22860 -7.02615
12 H -1.92778 0.78849 -5.35008
13 H -1.77135 -0.94778 -5.72247
14 C 2.46690 -0.72700 -0.46008
15 C 2.40304 -1.49086 -1.67862
16 C 2.21174 -0.59005 -2.77820
17 H 2.53405 -2.55371 -1.74114
18 C 2.22879 0.74188 -2.26049
19 C 2.31567 0.67113 -0.84374
20 H 2.33582 1.50294 -0.15569
21 H 2.74831 -1.11281 0.49699
22 H 2.22210 -0.87672 -3.82468
23 H 2.22417 1.63951 -2.86451
24 C -1.70236 -1.58166 -0.97417
25 C -0.58765 -2.38675 -0.52289
26 C 0.18105 -2.70886 -1.68608
27 H -0.44433 -2.83090 0.45715
28 C -0.38516 -2.03173 -2.81061
29 C -1.59534 -1.40159 -2.36894
30 H -2.31172 -0.90694 -3.02052
31 H -2.50687 -1.22834 -0.33963
32 H 1.03090 -3.37632 -1.70324
33 H -0.05596 -2.13827 -3.84231
34 Tc 0.48457 -0.67350 -1.21500
35 C -0.59792 3.17382 5.56007
36 C -0.42508 3.83305 4.34096
37 C -0.52703 3.10419 3.14590
38 C -0.77920 1.74273 3.21756
39 C -0.91717 1.07409 4.42224
40 C -0.83066 1.80226 5.62002
41 Sb -0.41823 0.61575 1.25911
42 C 1.57869 0.44509 2.29516
43 C 1.86423 -0.77073 2.91565
44 C 3.05399 -0.90376 3.64767
45 C 3.92117 0.18345 3.75686
46 C 3.61424 1.41514 3.17683
47 C 2.42521 1.54330 2.44522
48 C -2.25714 -0.40446 2.00737
49 C -2.25567 -1.71365 2.48007
50 C -3.44724 -2.26068 2.99526
51 C -4.60824 -1.48251 3.02075
52 C -4.60584 -0.16621 2.54659
53 C -3.41692 0.37643 2.03607
54 H -0.54610 3.74735 6.48281
55 H -0.19654 4.89497 4.29106
56 H -0.36495 3.58797 2.18554
57 H -1.05531 -0.00604 4.45362
58 H -0.93870 1.28111 6.57022
59 H 1.17883 -1.61270 2.85274
60 H 3.27756 -1.86053 4.12274
61 H 4.84799 0.07006 4.31069
62 H 4.27559 2.27235 3.28095
63 H 2.16411 2.51540 2.01698
64 H -1.34854 -2.31350 2.47630
65 H -3.44519 -3.28239 3.37262
66 H -5.52806 -1.90544 3.42085
67 H -5.50406 0.44880 2.57935
68 H -3.39495 1.41300 1.70419

- total charge = +1
- spin multiplicity = 4
- highest occupied orbital energy (alpha / beta) (eV) = -8.764 / -9.712
- frontier orbital gap (alpha / beta) (eV) = 6.41 / 2.70
- electronic energy (eV) = -42458.2418

***

The following is a quantum chemistry calculation of a molecular structure, H22HeO11 at a distorted geometry, from the OMol25 dataset.

Positions of all 34 atoms, in Å:
1 He -10.71076 -8.14739 -2.06002
2 O -8.96719 -5.05143 -1.44109
3 H -9.39075 -5.39967 -2.22567
4 H -9.69172 -4.77731 -0.87883
5 O -8.32586 -10.77174 -1.41746
6 H -8.91658 -10.01867 -1.42999
7 H -8.90664 -11.53178 -1.38206
8 O -12.77825 -10.63624 -1.58353
9 H -13.12612 -11.52773 -1.56186
10 H -12.30401 -10.54354 -0.75725
11 O -13.96400 -8.58866 -3.14335
12 H -13.55823 -9.37460 -2.77744
13 H -14.83420 -8.87488 -3.42094
14 O -11.51830 -10.69405 0.87472
15 H -10.68378 -10.97973 1.24647
16 H -12.17020 -10.94041 1.53088
17 O -10.41497 -12.55095 -1.59287
18 H -10.50809 -13.29112 -2.19263
19 H -11.19882 -12.02193 -1.74106
20 O -14.16132 -7.71011 -0.42140
21 H -14.83879 -7.03389 -0.41923
22 H -14.05259 -7.93792 -1.34471
23 O -10.56797 -5.48021 -3.83926
24 H -10.23579 -5.07547 -4.64055
25 H -11.31317 -6.00719 -4.12769
26 O -8.98675 -7.36691 0.32789
27 H -8.89577 -6.63908 -0.28712
28 H -9.93059 -7.51530 0.38618
29 O -11.69125 -7.84917 0.78013
30 H -12.49188 -7.59085 0.32352
31 H -11.80539 -8.78334 0.95486
32 O -12.48691 -7.27003 -5.08864
33 H -13.08966 -6.55493 -5.29250
34 H -13.02008 -7.90391 -4.60888

- spin multiplicity = 1
- highest occupied orbital energy (eV) = -9.591
- frontier orbital gap (eV) = 9.30
- electronic energy (eV) = -22959.5383

***

The following is a quantum chemistry calculation of a single C8H11NO molecule at a distorted geometry, from the OMol25 dataset.

Positions of all 21 atoms, in Å:
1 C -0.62231 -2.92580 -1.31973
2 C -0.92005 -1.83303 -0.89164
3 C -1.25868 -0.50338 -0.38133
4 C -0.05549 0.24458 0.22631
5 C 0.99302 0.67066 -0.83102
6 C 0.33129 2.06625 -0.87653
7 C -0.38898 1.74512 0.45124
8 C 0.46518 -0.46387 1.44266
9 N 1.43397 -1.30939 1.54531
10 H -0.38338 -3.90861 -1.68569
11 H -1.66717 0.10382 -1.20352
12 H -2.05183 -0.58946 0.37646
13 H 2.00651 0.71533 -0.41090
14 H 1.01757 0.08186 -1.75756
15 H 1.00744 2.92962 -0.87598
16 H -0.36851 2.16892 -1.71584
17 H -1.45455 1.99651 0.53302
18 H 0.13825 2.15605 1.32148
19 O -0.37222 -0.58448 2.46176
20 H 2.04461 -1.25855 0.73343
21 H 0.10534 -1.50216 2.85807

- spin multiplicity = 1
- highest occupied orbital energy (eV) = -9.840
- frontier orbital gap (eV) = 10.67
- electronic energy (eV) = -12008.9742
- SMILES string = [H]/N=C(/O)C1(CC#C)CCC1

***

The following is a quantum chemistry calculation of a molecular structure, C46H48AsClN2PPt at a distorted geometry, from the OMol25 dataset.

Positions of all 100 atoms, in Å:
1 Pt 1.31137 -1.00316 0.59119
2 C 5.24547 0.69221 0.63444
3 C 5.15085 -0.34226 -0.45449
4 C 5.97864 -0.27268 -1.56558
5 C 5.86730 -1.18380 -2.60145
6 C 4.89355 -2.16688 -2.56001
7 C 4.03820 -2.27423 -1.47325
8 C 2.99116 -3.35552 -1.44423
9 C 4.19750 -1.37065 -0.40583
10 N 3.35109 -1.52539 0.72252
11 C 3.80218 -1.80625 1.90617
12 C 5.24166 -2.05994 2.21432
13 C 2.79192 -1.90988 2.94390
14 C 3.11980 -2.47418 4.28628
15 N 1.61384 -1.46147 2.64171
16 C 0.49963 -1.47372 3.50780
17 C 0.15107 -0.27756 4.15096
18 C 0.93435 0.97656 3.87910
19 C -0.94851 -0.28574 4.99693
20 C -1.70580 -1.43449 5.16593
21 C -1.37241 -2.59731 4.48870
22 C -0.26382 -2.63925 3.65387
23 C 0.09713 -3.88521 2.89086
24 H 5.79300 1.56242 0.27812
25 H 5.76330 0.31588 1.51984
26 H 4.25032 1.01744 0.93281
27 H 6.72945 0.50614 -1.61423
28 H 6.53525 -1.12122 -3.45044
29 H 4.79357 -2.86439 -3.38208
30 H 2.88314 -3.79602 -2.43358
31 H 2.02017 -2.95710 -1.14462
32 H 3.25223 -4.14783 -0.73873
33 H 5.83459 -2.07199 1.30416
34 H 5.35860 -3.01584 2.72623
35 H 5.62716 -1.28540 2.88079
36 H 3.53750 -3.47846 4.19867
37 H 2.23892 -2.51199 4.92254
38 H 3.87671 -1.85107 4.76755
39 H 1.06634 1.11332 2.80211
40 H 1.93037 0.93743 4.32695
41 H 0.41785 1.84638 4.27978
42 H -1.21532 0.62035 5.52634
43 H -2.57266 -1.42002 5.81348
44 H -1.98439 -3.48400 4.60047
45 H -0.73042 -4.59164 2.90407
46 H 0.97076 -4.37779 3.32512
47 H 0.33218 -3.64923 1.84895
48 Cl 1.91465 0.95823 -0.56683
49 C -1.40157 1.16410 0.26779
50 C -2.69945 1.60353 -0.39354
51 As -3.03474 3.56813 -0.22026
52 C -4.39255 3.68252 -1.62267
53 C -5.50126 4.48043 -1.35080
54 C -6.53728 4.59233 -2.26659
55 C -6.47303 3.90501 -3.46907
56 C -5.37332 3.10695 -3.75046
57 C -4.34143 2.99142 -2.83120
58 C -1.41972 4.16298 -1.16721
59 C -1.35699 4.42977 -2.53136
60 C -0.15119 4.78874 -3.11963
61 C 1.00042 4.88825 -2.35310
62 C 0.94341 4.64835 -0.98776
63 C -0.26340 4.30318 -0.39942
64 P -0.89040 -0.54953 -0.15979
65 C -2.43069 -1.46693 0.16764
66 C -2.70538 -1.84836 1.47810
67 C -3.93150 -2.40687 1.80135
68 C -4.89948 -2.56795 0.82137
69 C -4.63027 -2.18891 -0.48678
70 C -3.39779 -1.64839 -0.81926
71 C -0.73868 -0.63119 -1.97326
72 C -0.56607 0.49272 -2.77684
73 C -0.30792 0.34616 -4.13037
74 C -0.23296 -0.91806 -4.69635
75 C -0.43271 -2.04257 -3.90726
76 C -0.67118 -1.90085 -2.55003
77 H -1.48204 1.20866 1.35850
78 H -0.56510 1.79844 -0.02321
79 H -3.55065 1.08998 0.05292
80 H -2.69114 1.36715 -1.45696
81 H -5.54567 5.01712 -0.41008
82 H -7.39358 5.21324 -2.03767
83 H -7.28149 3.98490 -4.18405
84 H -5.31570 2.57171 -4.68999
85 H -3.49137 2.36311 -3.07251
86 H -2.25303 4.37424 -3.13618
87 H -0.11403 4.99635 -4.18184
88 H 1.93714 5.17277 -2.81486
89 H 1.83580 4.73294 -0.38076
90 H -0.32045 4.16309 0.67558
91 H -1.96031 -1.68645 2.24821
92 H -4.13280 -2.70879 2.82140
93 H -5.86534 -2.98496 1.07413
94 H -5.38415 -2.30135 -1.25475
95 H -3.19589 -1.35905 -1.84121
96 H -0.61823 1.48629 -2.34931
97 H -0.15413 1.22946 -4.73685
98 H -0.01617 -1.02674 -5.75092
99 H -0.40415 -3.02963 -4.35037
100 H -0.80979 -2.78029 -1.92967

- total charge = +1
- spin multiplicity = 3
- highest occupied orbital energy (alpha / beta) (eV) = -10.008 / -10.468
- frontier orbital gap (alpha / beta) (eV) = 6.19 / 5.66
- electronic energy (eV) = -137353.5606